Formula: C39H51F6KN5O7P2S
Source: OMol25
Level of theory: ωB97M-V/def2-TZVPD

```
! wB97M-V def2-TZVPD RIJCOSX def2/J DEFGRID3
* xyz -2 2
K 1.606 1.246 -0.246
N 0.182 3.237 1.806
C 1.033 3.180 2.993
C 1.536 1.787 3.379
O 1.395 1.359 4.520
N 2.110 1.109 2.342
C 2.959 0.079 2.651
C 2.186 -1.466 2.666
O 2.889 -2.266 3.273
O 1.135 -1.521 2.044
H 0.711 3.374 0.951
H -0.307 2.357 1.691
H 0.487 3.557 3.862
H 1.905 3.820 2.838
H 3.444 0.129 3.626
H 3.677 -0.103 1.851
O 3.383 -2.313 -3.618
C 2.233 -1.616 -3.452
O 1.198 -2.167 -3.178
C 2.416 -0.153 -3.682
C 3.451 0.307 -4.475
C 3.555 1.678 -4.682
C 2.626 2.508 -4.099
C 1.632 1.951 -3.287
N 1.525 0.644 -3.085
C 0.626 2.921 -2.625
O 0.236 3.834 -3.366
O 0.325 2.673 -1.433
H 3.171 -3.232 -3.398
H 4.153 -0.387 -4.914
H 4.359 2.082 -5.284
H 2.653 3.580 -4.216
S 5.605 -4.604 1.109
C 4.650 -3.266 0.438
C 5.303 -2.068 0.183
C 4.571 -1.022 -0.355
N 3.268 -1.104 -0.619
C 2.656 -2.258 -0.363
C 3.300 -3.374 0.145
C 4.334 -5.562 1.905
C 3.692 -5.085 3.037
C 2.737 -5.896 3.633
N 2.402 -7.106 3.185
C 3.013 -7.537 2.083
C 3.979 -6.808 1.407
H 6.350 -1.941 0.424
H 5.047 -0.071 -0.564
H 1.594 -2.295 -0.574
H 2.740 -4.275 0.350
H 3.890 -4.091 3.413
H 2.210 -5.552 4.515
H 2.707 -8.512 1.720
H 4.447 -7.197 0.512
F 3.551 1.955 -1.146
P 4.718 2.998 -0.659
F 5.889 3.996 -0.168
F 4.619 3.770 -2.071
F 5.833 1.994 -1.293
F 3.586 3.961 -0.035
F 4.808 2.192 0.745
C -5.547 4.016 0.605
C -4.189 4.257 1.254
C -3.415 2.936 1.380
C -3.664 1.988 0.179
C -4.016 2.826 -1.054
C -5.350 3.564 -0.852
P -2.142 0.947 -0.132
C -2.537 -0.062 -1.658
C -2.046 0.634 -2.937
C -1.852 -0.403 -4.047
C -2.989 -1.449 -4.053
C -4.238 -0.906 -3.361
C -3.961 -0.612 -1.875
C -2.288 -0.387 1.180
C -1.593 0.083 2.471
C -1.752 -0.963 3.569
C -3.232 -1.127 3.974
C -4.179 -0.626 2.877
C -3.673 -1.011 1.487
H -6.168 4.915 0.644
H -6.075 3.241 1.171
H -4.298 4.716 2.239
H -3.620 4.960 0.639
H -3.717 2.436 2.304
H -2.351 3.166 1.466
H -4.517 1.337 0.407
H -4.092 2.202 -1.942
H -3.202 3.532 -1.241
H -6.177 2.908 -1.145
H -5.385 4.432 -1.517
H -1.856 -0.913 -1.517
H -1.109 1.150 -2.743
H -2.762 1.395 -3.253
H -0.894 -0.902 -3.889
H -1.799 0.107 -5.012
H -2.664 -2.355 -3.530
H -3.229 -1.748 -5.077
H -5.064 -1.618 -3.444
H -4.558 0.007 -3.872
H -4.087 -1.536 -1.307
H -4.711 0.095 -1.508
H -1.637 -1.170 0.773
H -1.997 1.041 2.815
H -0.530 0.219 2.270
H -1.142 -0.688 4.431
H -1.348 -1.905 3.191
H -3.434 -0.582 4.901
H -3.444 -2.181 4.177
H -4.270 0.462 2.934
H -5.183 -1.033 3.034
H -4.413 -0.722 0.742
H -3.595 -2.104 1.441
*
```

Computed properties:
Energy relative to the best compared isomer or geometry (same formula, charge and spin) ... 12.9 kcal/mol
Calculated total energy ... -125108.3653 eV
Orbital gap (alpha / beta) ... 0.2553 / 0.2555 Ha
Lowest unoccupied orbital energy (alpha / beta) ... 3.6 / 3.4 eV



Formula: C36H29ClIN5O2S2Sr
Source: OMol25
Level of theory: ωB97M-V/def2-TZVPD

```
! wB97M-V def2-TZVPD RIJCOSX def2/J DEFGRID3
* xyz 0 1
Sr -0.323 0.024 -0.151
N 2.234 2.531 2.579
C 1.058 2.205 1.979
S 0.085 0.949 2.681
N 0.756 2.993 0.947
N -0.258 2.514 0.165
C -0.937 3.343 -0.535
C -0.706 4.813 -0.469
C -0.906 5.497 0.729
C -0.679 6.864 0.802
C -0.238 7.561 -0.318
C -0.028 6.885 -1.512
C -0.265 5.516 -1.584
C -2.028 2.760 -1.402
C -2.789 3.552 -2.248
C -3.752 2.960 -3.055
C -3.946 1.593 -3.003
C -3.169 0.876 -2.111
N -2.245 1.434 -1.323
H 2.383 2.194 3.511
H 2.686 3.379 2.280
H -1.233 4.947 1.606
H -0.838 7.386 1.739
H -0.057 8.629 -0.258
H 0.322 7.419 -2.387
H -0.096 4.988 -2.520
H -2.630 4.622 -2.272
H -4.345 3.572 -3.726
H -4.679 1.090 -3.625
H -3.287 -0.203 -2.021
Cl 0.631 -1.872 -7.260
C 0.328 -1.878 -5.542
C 0.082 -3.052 -4.911
C -0.203 -3.087 -3.528
I -0.615 -4.948 -2.697
C -0.288 -1.950 -2.734
O -0.676 -1.920 -1.491
C 0.106 -0.715 -3.420
N 0.236 0.412 -2.644
C 0.538 1.557 -3.214
C 0.734 1.698 -4.595
C 0.652 0.589 -5.380
C 0.359 -0.668 -4.806
H 0.091 -3.971 -5.481
H 0.657 2.414 -2.554
H 0.964 2.670 -5.012
H 0.819 0.653 -6.447
O 1.495 -1.152 0.276
S 1.016 -2.590 0.502
C 2.261 -3.313 1.599
C 2.538 -2.588 2.889
C 2.185 -3.168 4.105
C 2.430 -2.507 5.303
C 3.034 -1.256 5.294
C 3.389 -0.672 4.085
C 3.142 -1.330 2.888
C -0.351 -2.433 1.731
C -0.798 -3.807 2.176
C -1.200 -4.773 1.252
C -1.590 -6.035 1.688
C -1.591 -6.337 3.046
C -1.208 -5.369 3.967
C -0.810 -4.110 3.533
H 3.132 -3.317 0.939
H 1.946 -4.347 1.754
H 1.715 -4.149 4.111
H 2.152 -2.972 6.241
H 3.225 -0.738 6.228
H 3.864 0.304 4.068
H 3.405 -0.862 1.947
H -1.187 -1.912 1.234
H 0.038 -1.812 2.540
H -1.221 -4.530 0.190
H -1.902 -6.780 0.963
H -1.895 -7.321 3.388
H -1.217 -5.593 5.028
H -0.504 -3.357 4.252
*
```

Computed properties:
Energy relative to the best compared isomer or geometry (same formula, charge and spin) ... 21.7 kcal/mol
Calculated total energy ... -92480.8137 eV
Orbital gap ... 0.2652 Ha
Lowest unoccupied orbital energy ... -0.1 eV



Formula: C36H36BrCdN6O9SSe
Source: OMol25
Level of theory: ωB97M-V/def2-TZVPD

```
! wB97M-V def2-TZVPD RIJCOSX def2/J DEFGRID3
* xyz -1 1
Cd 0.798 0.766 -0.440
C -4.289 -0.081 -1.085
C -2.874 -0.458 -1.413
C -2.264 0.024 -2.566
C -0.952 -0.296 -2.865
C -0.213 -1.106 -2.003
C -0.821 -1.603 -0.851
C -2.143 -1.285 -0.571
H -4.614 -0.564 -0.165
H -4.963 -0.372 -1.891
H -4.364 0.999 -0.956
H -2.830 0.658 -3.233
H -0.500 0.067 -3.778
H 0.788 -1.423 -2.277
H -0.277 -2.256 -0.181
H -2.608 -1.694 0.315
S 1.590 2.874 3.577
C 1.849 1.634 2.583
N 1.905 1.406 1.269
O 7.556 -2.453 1.570
N 6.587 -1.946 2.108
O 6.464 -1.829 3.313
C 5.543 -1.464 1.276
C 5.654 -1.580 -0.104
C 4.641 -1.137 -0.925
C 3.473 -0.470 -0.420
O 2.623 0.043 -1.184
C 3.404 -0.437 1.025
C 4.377 -0.925 1.843
N 2.136 0.028 1.536
O 1.191 -0.738 1.149
O 2.147 0.301 2.955
N 4.740 -1.350 -2.336
O 5.855 -1.393 -2.821
O 3.718 -1.503 -2.966
H 6.526 -2.047 -0.540
H 4.251 -0.911 2.916
Br -4.825 3.780 4.145
C -3.458 3.573 2.829
C -2.596 4.623 2.562
C -1.616 4.448 1.599
C -1.517 3.242 0.919
C -2.399 2.205 1.200
C -3.376 2.364 2.161
C -0.428 2.976 -0.089
O 0.583 3.657 -0.129
O -0.666 1.966 -0.855
H -2.693 5.561 3.092
H -0.919 5.239 1.366
H -2.302 1.276 0.656
H -4.062 1.559 2.380
C -3.681 -4.177 2.871
C -3.947 -3.570 4.243
C -5.065 -2.528 4.218
C -4.648 -1.220 3.541
N -3.771 -0.440 4.369
C -2.430 -0.266 4.182
Se -1.428 -0.925 2.824
N -1.969 0.544 5.169
C -0.593 0.920 5.364
C 0.010 0.276 6.611
C 0.074 -1.248 6.536
C 1.132 -1.742 5.557
C -3.014 0.908 5.980
C -3.085 1.745 7.080
C -4.325 1.914 7.670
C -5.460 1.277 7.183
C -5.400 0.453 6.072
C -4.164 0.277 5.475
H -3.028 -5.041 2.968
H -3.182 -3.462 2.224
H -4.610 -4.496 2.401
H -3.027 -3.110 4.611
H -4.232 -4.361 4.941
H -5.387 -2.314 5.240
H -5.925 -2.937 3.682
H -5.532 -0.613 3.315
H -4.111 -1.435 2.616
H -0.529 2.008 5.438
H -0.030 0.610 4.486
H -0.577 0.568 7.485
H 1.017 0.677 6.730
H -0.906 -1.643 6.250
H 0.298 -1.634 7.534
H 0.848 -1.517 4.533
H 1.260 -2.820 5.642
H 2.088 -1.260 5.752
H -2.215 2.255 7.457
H -4.412 2.569 8.521
H -6.409 1.433 7.672
H -6.287 -0.011 5.674
*
```

Computed properties:
Calculated total energy ... -216068.1440 eV
Orbital gap ... 0.2712 Ha
Lowest unoccupied orbital energy ... 1.9 eV



Formula: C20H27N5O3
Source: OMol25
Level of theory: ωB97M-V/def2-TZVPD

```
! wB97M-V def2-TZVPD RIJCOSX def2/J DEFGRID3
* xyz 0 1
C -0.752 -4.491 -0.832
H -0.827 -3.867 -1.717
C -0.790 -3.650 0.437
N 0.467 -2.951 0.688
C 0.872 -2.067 -0.398
H 0.988 -2.683 -1.291
H 1.843 -1.637 -0.148
C -0.115 -0.943 -0.737
O -0.943 -1.069 -1.624
N 0.027 0.166 0.026
C -0.625 1.418 -0.096
O -0.259 2.331 0.613
N -1.607 1.457 -1.000
H -1.765 0.624 -1.558
C -2.339 2.662 -1.323
C -3.846 2.412 -1.224
C -4.336 1.471 -2.322
C -3.974 2.020 -3.698
C -2.465 2.217 -3.811
C -1.968 3.166 -2.723
H -0.885 3.280 -2.788
H -2.420 4.150 -2.866
H -1.963 1.251 -3.720
H -2.216 2.627 -4.792
H -4.318 1.334 -4.474
H -4.477 2.978 -3.850
H -3.887 0.484 -2.195
H -5.419 1.353 -2.241
H -4.079 1.996 -0.241
H -4.361 3.371 -1.313
H -2.036 3.405 -0.577
H 0.724 0.157 0.788
C 0.423 -2.296 1.992
C 1.716 -1.605 2.318
N 1.810 -0.341 2.113
C 2.982 0.307 2.417
C 3.062 1.684 2.195
C 4.229 2.350 2.500
C 5.326 1.666 3.023
C 5.259 0.308 3.243
C 4.087 -0.388 2.942
C 3.989 -1.830 3.154
O 4.856 -2.561 3.576
N 2.738 -2.351 2.811
H 2.623 -3.352 2.921
H 6.094 -0.245 3.645
H 6.231 2.205 3.256
H 4.295 3.415 2.333
H 2.199 2.195 1.794
H 0.236 -3.076 2.739
H -0.388 -1.552 2.061
H -0.954 -4.310 1.294
H -1.638 -2.949 0.385
H -1.594 -5.178 -0.831
H 0.168 -5.069 -0.872
*
```

Computed properties:
SMILES ... CCN(CC(=O)NC(=O)NC1CCCCC1)Cc1nc2ccccc2c(=O)[nH]1
Energy relative to the best compared isomer or geometry (same formula, charge and spin) ... 0.0 kcal/mol
Calculated total energy ... -34774.3506 eV
Orbital gap ... 0.3423 Ha
Lowest unoccupied orbital energy ... 0.4 eV



Formula: C6H18FeNO9
Source: OMol25
Level of theory: ωB97M-V/def2-TZVPD

```
! wB97M-V def2-TZVPD RIJCOSX def2/J DEFGRID3
* xyz 1 5
Fe 0.039 -0.070 -0.100
N 2.296 -0.627 -2.480
O 1.446 -0.308 -1.537
O 2.048 -0.233 -3.608
O 3.356 -1.154 -2.142
C 1.577 -1.898 2.031
C 0.141 -2.321 2.193
O -0.603 -1.877 1.047
O 1.602 -0.643 1.326
H 2.204 -2.621 1.508
H 1.995 -1.765 3.032
H -0.255 -1.822 3.083
H 0.114 -3.401 2.324
H -1.455 -2.321 0.987
H 2.460 -0.216 1.409
C -0.816 2.204 1.710
C 0.644 2.400 1.409
O 0.992 1.889 0.089
O -1.176 0.808 1.566
H -1.479 2.781 1.065
H -0.960 2.522 2.745
H 1.228 1.844 2.153
H 0.888 3.458 1.505
H 1.933 2.042 -0.071
H -2.026 0.647 1.986
C -2.010 0.734 -2.437
C -1.369 -0.547 -2.794
O -1.039 -1.288 -1.592
O -1.419 1.302 -1.241
H -3.092 0.565 -2.225
H -2.118 1.438 -3.267
H -0.424 -0.308 -3.302
H -2.006 -1.114 -3.467
H -0.753 -2.160 -1.889
H -1.964 2.061 -1.017
*
```

Computed properties:
Energy relative to the best compared isomer or geometry (same formula, charge and spin) ... 2.2 kcal/mol
Calculated total energy ... -60808.7629 eV
Orbital gap (alpha / beta) ... 0.3192 / 0.3194 Ha
Lowest unoccupied orbital energy (alpha / beta) ... -3.0 / -3.0 eV



Formula: C3H11NO3
Source: OMol25
Level of theory: ωB97M-V/def2-TZVPD

```
! wB97M-V def2-TZVPD RIJCOSX def2/J DEFGRID3
* xyz 0 1
O -0.607 0.499 1.947
C 0.243 -0.003 1.195
C 0.437 0.492 -0.305
C 0.521 2.062 -0.248
N 1.669 0.053 -0.945
H 1.049 -0.650 1.697
H -0.414 0.025 -0.852
H 0.607 2.775 -1.224
H 1.429 2.512 0.133
H -0.339 2.510 0.163
H 2.234 -0.483 -0.354
H 2.260 0.913 -1.115
H -2.933 -0.779 0.484
H -3.144 -0.232 -0.831
O -3.385 -1.024 -0.300
H 0.853 -2.705 0.285
H -0.379 -3.211 -0.259
O -0.098 -2.753 0.529
*
```

Computed properties:
SMILES ... C[C@@H](N)C=O.O.O
Energy relative to the best compared isomer or geometry (same formula, charge and spin) ... 65.2 kcal/mol
Calculated total energy ... -10920.1764 eV
Orbital gap ... 0.3772 Ha
Lowest unoccupied orbital energy ... 0.6 eV